1.
Molecular formula: C23H29O5P
Method: DFT, wB97M-V/def2-TZVPD

XYZ file:
```
58
Properties=species:S:1:pos:R:3
C -1.228 -4.881 -2.098
C -0.580 -4.098 -0.981
O -0.029 -2.876 -1.523
P 1.335 -2.295 -0.894
C 0.804 -1.129 0.300
C 1.340 -1.129 1.613
O 1.617 -0.166 2.328
O 1.544 -2.449 2.003
C 2.648 -2.676 2.890
C 4.009 -2.611 2.240
O 2.359 -3.304 -0.524
O 1.742 -1.388 -2.170
C 3.130 -1.053 -2.379
C 3.263 -0.461 -3.767
H -1.490 -5.875 -1.738
H -2.127 -4.371 -2.450
H -0.531 -4.988 -2.932
H -1.300 -3.825 -0.198
H 0.233 -4.677 -0.520
H 0.281 -0.248 -0.027
H 2.600 -1.935 3.697
H 2.462 -3.674 3.298
H 4.756 -2.939 2.969
H 4.060 -3.246 1.348
H 4.251 -1.575 1.970
H 3.447 -0.328 -1.615
H 3.741 -1.962 -2.270
H 4.296 -0.150 -3.923
H 3.002 -1.194 -4.536
H 2.610 0.411 -3.879
C -1.175 1.792 -0.762
C -2.089 0.954 -1.471
C -1.654 0.247 -2.626
C -2.536 -0.530 -3.363
C -3.868 -0.673 -2.944
C -4.311 -0.019 -1.784
C -3.444 0.796 -1.060
C -1.490 2.509 0.389
C -0.576 3.359 0.998
C -0.846 4.144 2.157
C 0.156 5.014 2.674
C -0.078 5.784 3.807
C -1.318 5.713 4.464
C -2.325 4.871 3.969
C -2.102 4.097 2.831
H -0.175 1.919 -1.184
H -0.604 0.328 -2.916
H -2.186 -1.027 -4.269
H -4.556 -1.292 -3.520
H -5.342 -0.141 -1.449
H -3.803 1.318 -0.174
H -2.487 2.403 0.823
H 0.418 3.444 0.552
H 1.115 5.057 2.153
H 0.707 6.441 4.184
H -1.495 6.313 5.358
H -3.290 4.818 4.477
H -2.893 3.449 2.455
```

Results
E_LUMO	-3.27	eV
2S+1	1
highest occupied orbital energy	-5.758	eV

2.
Molecular formula: C6H12NO2PS2
Method: DFT, wB97M-V/def2-TZVPD

XYZ file:
```
24
Properties=species:S:1:pos:R:3
C -1.038 0.985 -3.211
C -1.965 -0.109 -2.687
S -1.972 -0.303 -0.892
C -0.228 -0.399 -0.392
P 0.283 1.192 0.298
N 0.943 2.249 -0.866
C 2.122 1.978 -1.121
S 3.586 1.592 -1.385
H -1.234 1.909 -2.681
H -1.246 1.103 -4.267
H 0.004 0.732 -3.049
H -1.781 -1.043 -3.207
H -2.976 0.180 -2.953
H -0.167 -1.098 0.473
H 0.455 -0.649 -1.197
H 1.278 0.901 1.271
H -0.774 1.794 0.981
C 0.706 -1.742 4.191
C 0.616 -1.361 2.714
O -0.354 -1.792 2.054
O 1.537 -0.625 2.262
H -0.130 -2.373 4.484
H 1.636 -2.280 4.376
H 0.701 -0.841 4.805
```

Results
E_LUMO	-0.81	eV
2S+1	1
highest occupied orbital energy	-8.403	eV

3.
Molecular formula: C2H7N2S
Method: DFT, wB97M-V/def2-TZVPD

XYZ file:
```
12
Properties=species:S:1:pos:R:3
C -0.781 0.595 -1.599
C 1.779 -0.418 2.224
N -0.512 -0.340 0.790
N -1.667 0.508 -2.469
S 0.584 -1.385 1.239
H -0.054 1.445 -1.923
H 2.395 -1.142 2.473
H 1.455 0.049 3.140
H 2.161 0.363 1.591
H -1.342 -0.736 0.455
H -1.636 1.173 -3.358
H -2.382 -0.110 -2.562
```

Results
E_LUMO (alpha / beta)	-6.35 / -6.12	eV
2S+1	1
net charge	+1
highest occupied orbital energy (alpha / beta)	-12.894 / -13.397	eV

4.
Molecular formula: C20H21N7O3
Method: DFT, wB97M-V/def2-TZVPD

XYZ file:
```
51
Properties=species:S:1:pos:R:3
C -5.031 -1.450 -0.132
C -3.978 -0.551 0.511
N -2.838 -0.376 -0.350
C -2.709 0.592 -1.308
C -1.488 0.405 -1.880
N -0.868 -0.660 -1.306
C -1.700 -1.113 -0.397
C -1.402 -2.282 0.492
N 0.017 -2.569 0.439
C 0.481 -3.364 -0.670
C 0.819 -1.750 1.146
O 0.415 -1.022 2.036
C 2.237 -1.655 0.707
C 2.591 -0.871 -0.423
C 3.951 -0.767 -0.330
C 4.878 0.168 -1.035
O 4.823 1.459 -0.429
C 3.532 1.862 -0.118
C 3.065 1.677 1.180
C 1.740 1.909 1.483
C 0.877 2.342 0.483
N -0.490 2.473 0.745
C -1.255 1.742 1.583
N -2.503 2.140 1.510
C -2.460 3.139 0.603
N -1.268 3.362 0.111
C 1.359 2.623 -0.790
C 2.684 2.373 -1.093
O 4.370 -1.460 0.741
N 3.304 -1.998 1.377
H -5.884 -1.551 0.532
H -5.370 -1.024 -1.073
H -4.622 -2.439 -0.329
H -4.393 0.438 0.720
H -3.640 -0.979 1.457
H -3.474 1.318 -1.484
H -1.014 0.958 -2.666
H -1.960 -3.171 0.182
H -1.660 -2.040 1.527
H 1.535 -3.598 -0.538
H 0.338 -2.829 -1.612
H -0.083 -4.298 -0.697
H 1.920 -0.452 -1.142
H 5.916 -0.155 -0.943
H 4.593 0.231 -2.094
H 3.744 1.311 1.936
H 1.372 1.720 2.479
H -0.883 0.930 2.173
H -3.323 3.702 0.310
H 0.677 3.004 -1.534
H 3.059 2.544 -2.090
```

Results
E_LUMO	0.70	eV
2S+1	1
SMILES	CCn1ccnc1CN(C)C(=O)c1cc(COc2ccc(-n3cncn3)cc2)on1
highest occupied orbital energy	-8.639	eV

5.
Molecular formula: H4O2
Method: DFT, wB97M-V/def2-TZVPD

XYZ file:
```
6
Properties=species:S:1:pos:R:3
O -0.391 -1.547 0.782
H 0.088 -2.330 0.538
H -0.001 -0.834 0.341
O -0.097 1.237 -0.650
H 0.839 1.351 -0.615
H -0.438 2.122 -0.396
```

Results
E_LUMO	0.73	eV
2S+1	1
SMILES	O.O
highest occupied orbital energy	-11.184	eV

6.
Molecular formula: C25H35N3O4S
Method: DFT, wB97M-V/def2-TZVPD

XYZ file:
```
68
Properties=species:S:1:pos:R:3
C -2.648 -1.797 0.897
O -1.829 -2.583 1.745
C -0.841 -3.318 1.198
C -0.584 -3.421 -0.170
C 0.466 -4.205 -0.614
C 1.256 -4.878 0.293
S 2.642 -5.850 -0.246
O 2.829 -5.701 -1.664
O 2.541 -7.177 0.291
N 3.920 -5.127 0.592
C 4.612 -4.074 -0.132
C 3.628 -2.982 -0.443
C 2.960 -2.334 0.590
C 1.996 -1.387 0.314
C 1.702 -1.047 -1.003
C 0.613 -0.062 -1.265
O -0.417 -0.052 -0.614
N 0.853 0.794 -2.281
C -0.040 1.871 -2.641
C 0.540 3.240 -2.281
C 0.544 3.435 -0.762
N -0.817 3.441 -0.258
C -1.397 4.768 -0.221
C -2.904 4.682 0.024
C -3.533 6.071 0.028
C -3.154 3.951 1.341
C -2.471 2.585 1.321
C -2.658 1.846 2.641
C -0.984 2.763 1.012
C 2.381 -1.682 -2.037
C 3.330 -2.648 -1.757
C 1.003 -4.802 1.652
C -0.040 -4.026 2.103
H -2.052 -1.072 0.338
H -3.218 -2.426 0.208
H -3.335 -1.276 1.561
H -1.184 -2.883 -0.885
H 0.690 -4.296 -1.665
H 4.536 -5.849 0.936
H 5.413 -3.694 0.511
H 5.049 -4.453 -1.065
H 3.187 -2.597 1.612
H 1.455 -0.902 1.112
H 1.762 0.784 -2.717
H -0.963 1.723 -2.077
H -0.248 1.816 -3.714
H -0.075 4.010 -2.747
H 1.557 3.332 -2.669
H 1.087 2.604 -0.306
H 1.082 4.363 -0.506
H -1.211 5.258 -1.180
H -0.934 5.388 0.572
H -3.340 4.092 -0.789
H -4.606 6.002 0.195
H -3.365 6.573 -0.923
H -3.102 6.682 0.819
H -4.227 3.832 1.506
H -2.752 4.545 2.166
H -2.904 1.988 0.512
H -3.716 1.691 2.844
H -2.165 0.878 2.607
H -2.233 2.420 3.462
H -0.524 1.777 0.934
H -0.501 3.317 1.839
H 2.140 -1.454 -3.066
H 3.826 -3.165 -2.563
H 1.632 -5.355 2.330
H -0.263 -3.942 3.155
```

Results
E_LUMO	0.52	eV
2S+1	1
SMILES	COc1ccc(S(=O)(=O)NCc2ccc(C(=O)NCCCN3C[C@H](C)C[C@H](C)C3)cc2)cc1
highest occupied orbital energy	-8.496	eV

7.
Molecular formula: C20H43OP3STc
Method: DFT, wB97M-V/def2-TZVPD

XYZ file:
```
69
Properties=species:S:1:pos:R:3
Tc 0.239 -0.036 -0.292
P -0.585 1.955 0.491
P -2.025 -0.732 -0.745
P 2.271 0.893 -0.652
H 2.216 -1.928 -5.776
C 2.829 -1.632 -4.927
C 2.928 -2.386 -3.814
H 2.679 -3.458 -3.803
C -0.931 3.300 -0.746
C -2.184 1.992 1.458
C 0.420 2.924 1.716
C -2.695 -2.175 -1.726
C -2.997 -1.106 0.781
C -2.841 0.556 -1.755
C 3.482 0.058 -1.690
C 3.167 0.946 0.949
C 2.373 2.584 -1.299
H 3.491 -0.790 -5.123
H 3.430 -2.026 -2.920
H -1.263 4.222 -0.240
H -1.702 2.967 -1.450
H -0.011 3.505 -1.306
H -2.193 2.851 2.151
H -2.316 1.081 2.059
H -3.057 2.089 0.797
H -0.185 3.724 2.171
H 1.288 3.394 1.240
H 0.782 2.276 2.525
H -3.532 -2.609 -1.155
H -1.930 -2.944 -1.913
H -3.080 -1.796 -2.687
H -3.745 -0.324 0.953
H -2.343 -1.200 1.658
H -3.517 -2.067 0.666
H -3.699 0.109 -2.266
H -2.135 0.898 -2.519
H -3.183 1.403 -1.159
H 4.387 0.666 -1.792
H 3.061 -0.124 -2.679
H 3.749 -0.898 -1.232
H 4.064 1.566 0.854
H 3.474 -0.064 1.239
H 2.555 1.355 1.757
H 3.401 2.804 -1.593
H 2.049 3.326 -0.569
H 1.743 2.662 -2.187
C -0.296 -1.605 -3.823
C -0.295 -0.228 -4.135
C -1.159 0.247 -5.127
C -2.090 -0.609 -5.706
C -2.084 -1.975 -5.411
C -1.127 -2.487 -4.541
S 0.699 -2.367 -2.603
H 0.078 -2.227 -1.381
H 0.427 0.435 -3.646
H -1.100 1.275 -5.487
H -2.851 -0.208 -6.373
H -2.810 -2.670 -5.839
H -0.996 -3.552 -4.318
C 1.946 -1.861 3.133
C 0.747 -1.312 2.473
C -0.314 -0.999 3.455
O 0.643 -1.170 1.214
H 1.588 -2.575 3.883
H 2.431 -1.066 3.713
H 2.685 -2.367 2.513
H -0.235 0.056 3.778
H -1.329 -1.231 3.115
H -0.104 -1.606 4.352
```

Results
E_LUMO (alpha / beta)	-14.47 / -15.38	eV
2S+1	4
net charge	+4
highest occupied orbital energy (alpha / beta)	-20.539 / -20.530	eV

8.
Molecular formula: C4H5NO2
Method: DFT, wB97M-V/def2-TZVPD

XYZ file:
```
12
Properties=species:S:1:pos:R:3
O 2.577 0.114 0.187
C 1.719 0.827 -0.362
C 0.345 0.680 -0.120
C -0.941 0.484 -0.800
O -1.551 0.964 -1.717
C -1.290 -0.663 0.125
N 0.019 -0.418 0.811
H 1.796 1.615 -1.157
H -2.118 -0.526 0.885
H -1.519 -1.627 -0.324
H 0.776 -1.054 0.651
H 0.187 -0.395 1.821
```

Results
E_LUMO	0.22	eV
2S+1	1
SMILES	O=CC1=C([O-])C[NH2+]1
highest occupied orbital energy	-8.589	eV

9.
Molecular formula: C35H33N2O3
Method: DFT, wB97M-V/def2-TZVPD

XYZ file:
```
73
Properties=species:S:1:pos:R:3
H -2.287 3.513 2.603
C -2.894 4.753 1.790
H -2.413 4.529 0.809
C -4.326 4.628 1.851
C -5.137 5.719 1.944
N -4.608 6.973 2.161
C -5.348 8.154 1.863
C -6.769 8.134 1.731
C -7.493 9.337 1.850
C -6.843 10.558 1.945
C -5.452 10.592 1.872
C -4.707 9.408 1.836
C -3.298 7.033 2.598
C -2.416 6.027 2.350
C -0.976 6.416 2.483
N -0.074 5.589 1.831
O -0.629 7.422 3.081
H -4.820 3.690 1.579
H -6.198 5.672 1.794
H -7.300 7.189 1.676
H -8.580 9.289 1.947
H -7.393 11.471 2.116
H -4.888 11.525 1.924
H -3.608 9.468 1.890
H -2.935 7.986 2.898
H -0.375 4.697 1.482
H 0.808 6.000 1.621
C 5.043 -0.687 7.235
O 3.902 -1.133 6.514
C 2.989 -0.230 6.085
C 1.858 -0.737 5.386
C 0.901 0.159 4.907
C 0.937 1.540 5.214
C -0.195 2.447 4.873
C -0.885 2.181 3.702
C -2.282 2.604 3.315
C -3.083 1.409 2.770
C -4.483 1.532 2.735
C -5.296 0.465 2.358
C -4.734 -0.794 2.086
C -3.334 -0.912 2.044
C -2.519 0.195 2.325
C -0.516 3.578 5.763
C -0.278 3.602 7.164
C -0.778 4.639 7.930
C -1.534 5.667 7.319
O -2.034 6.660 8.087
C -2.944 7.593 7.449
C -1.746 5.653 5.925
C -1.200 4.637 5.175
C 2.055 2.005 5.939
C 3.095 1.165 6.321
H 5.531 -1.604 7.525
H 5.713 -0.100 6.612
H 4.769 -0.123 8.121
H 1.791 -1.810 5.246
H 0.062 -0.244 4.321
H -0.348 1.554 2.975
H -2.823 3.083 4.164
H -4.940 2.470 3.031
H -6.381 0.591 2.303
H -5.366 -1.670 1.910
H -2.863 -1.867 1.780
H -1.440 0.069 2.254
H 0.246 2.788 7.672
H -0.557 4.710 8.991
H -3.250 8.275 8.239
H -2.444 8.119 6.631
H -3.821 7.070 7.048
H -2.252 6.462 5.411
H -1.319 4.645 4.089
H 2.125 3.075 6.178
H 3.968 1.601 6.817
```

Results
E_LUMO	-4.91	eV
2S+1	1
net charge	+1
highest occupied orbital energy	-9.823	eV

10.
Molecular formula: C4H8N2O
Method: DFT, wB97M-V/def2-TZVPD

XYZ file:
```
15
Properties=species:S:1:pos:R:3
H 3.398 1.023 -0.138
N 2.679 0.812 0.553
C 1.707 0.158 0.087
N 1.379 -0.989 -0.651
C 0.540 -0.647 0.503
C -0.630 0.274 0.289
C -1.736 -0.280 -0.593
O -1.071 0.732 1.522
H 1.007 -0.888 -1.587
H 0.520 -1.337 1.335
H 0.087 1.111 -0.303
H -2.482 0.484 -0.810
H -2.228 -1.103 -0.073
H -1.340 -0.665 -1.530
H -1.829 1.315 1.397
```

Results
E_LUMO	0.78	eV
2S+1	1
SMILES	[H]/N=C1\N[C@@H]1[C@@H](C)O
highest occupied orbital energy	-9.414	eV

Largest force on an atom, record by record: 1.889 1.328 6.208 1.335 2.299 0.786 4.502 2.828 3.395 4.185 eV/A